Record 1
The following is a quantum chemistry calculation of a structure of composition C10H17BrCl2IrO2, from OMol25.

Last column: Mulliken spin population.
Geometry (Å):
C: 0.18 -0.16 -1.30  0.29
C: 0.82 1.06 -1.04  0.05
C: 0.60 1.48 0.26  0.31
C: 1.58 1.87 -2.05  0.03
C: -0.31 0.55 0.90  0.18
C: -0.68 -0.54 -0.19  0.02
C: -2.10 -1.00 -0.39  0.00
C: 0.32 -0.86 -2.58  -0.02
C: 1.08 2.76 0.84  -0.02
C: -1.36 1.02 1.84  -0.01
Ir: 0.57 -1.25 1.27  2.16
Cl: 2.75 -1.10 0.56  0.23
Cl: 0.86 -3.48 0.56  0.61
O: -0.93 -2.04 2.23  0.31
H: 2.11 1.25 -2.78  0.00
H: 2.30 2.51 -1.55  0.00
H: 0.88 2.53 -2.60  0.00
H: 2.18 2.77 0.81  0.02
H: 0.75 2.91 1.87  0.00
H: 0.75 3.59 0.19  0.02
H: -0.90 1.70 2.58  0.01
H: -1.82 0.15 2.34  0.01
H: -2.11 1.63 1.29  -0.01
H: -2.65 -1.08 0.55  0.01
H: -2.17 -2.01 -0.82  0.01
H: -2.62 -0.24 -1.02  -0.01
H: 1.39 -0.97 -2.81  0.02
H: -0.10 -0.27 -3.40  0.03
H: -0.14 -1.86 -2.52  0.00
H: -0.51 -2.16 3.14  0.00
O: -1.04 -3.80 -0.27  0.58
H: -1.33 -4.30 0.55  -0.03
Br: 1.67 -0.63 3.53  0.18

Output
Expectation value of S²: 8.79
HOMO (spin up / spin down) (eV): 2.10 / -0.92
Spin multiplicity: 6
Total energy (Eh): -4140.29537
M (Da): 512.3
LUMO energy (spin up / spin down) (eV): 5.527 / 5.423
Total charge: -2

Record 2
The following is a quantum chemistry calculation of a structure of composition C10H17Cl2N5O2SSbSn, from OMol25.

Last column: Löwdin charge in e.
Geometry (Å):
Sn: 1.20 1.08 -1.46  1.32
N: 2.65 3.18 -3.32  0.04
N: 2.84 4.34 -2.55  0.03
C: 2.39 4.40 -1.30  -0.34
N: 2.53 5.50 -0.59  0.27
N: 1.78 3.25 -0.87  -0.03
N: 1.19 3.17 0.34  -0.38
O: 1.14 4.01 1.18  0.21
O: 0.62 2.02 0.48  -0.21
H: 3.56 2.83 -3.61  0.12
H: 2.13 3.43 -4.16  0.12
H: 3.32 5.13 -2.96  0.19
H: 2.98 6.32 -0.98  0.16
H: 2.20 5.55 0.36  0.13
Cl: -1.55 0.58 -1.47  0.66
C: -2.04 0.26 0.20  -0.61
C: -3.25 0.79 0.58  -0.06
C: -3.72 0.52 1.86  0.00
C: -2.99 -0.28 2.72  -0.05
C: -1.77 -0.80 2.31  -0.66
Cl: -0.90 -1.82 3.40  0.77
C: -1.26 -0.54 1.04  -0.68
S: 0.36 -1.12 0.58  0.52
H: -3.82 1.41 -0.10  0.13
H: -4.67 0.93 2.18  0.14
H: -3.36 -0.51 3.72  0.13
C: 1.20 -4.46 1.67  -0.22
Sb: -0.03 -3.50 0.27  1.40
C: 0.52 -3.98 -1.70  -0.23
C: -2.07 -3.85 0.60  -0.21
H: 1.13 -5.53 1.50  0.05
H: 0.85 -4.20 2.66  0.02
H: 2.23 -4.13 1.53  0.04
H: 0.39 -5.05 -1.81  0.05
H: 1.57 -3.73 -1.86  0.03
H: -0.12 -3.45 -2.40  0.03
H: -2.27 -4.87 0.29  0.05
H: -2.67 -3.16 0.01  0.04
H: -2.28 -3.73 1.66  0.02

Output
HOMO (eV): -17.70
Spin multiplicity: 1
Total energy (Eh): -2587.54248
M (Da): 582.7
LUMO energy (eV): -10.481
Total charge: +3
Energy above the lowest of the compared OMol25 structures with the same formula, charge and spin (kJ/mol): 6.0

Record 3
The following is a quantum chemistry calculation of a structure of composition C10H17Cl2NO4V, from OMol25.

Last column: Mulliken spin population.
Geometry (Å):
C: -0.71 0.73 -2.19  -0.03
C: -1.54 -0.38 -1.94  -0.05
C: -0.72 -1.52 -1.74  0.02
C: -3.02 -0.38 -1.94  0.00
C: 0.65 -1.11 -1.89  -0.02
C: 0.66 0.29 -2.17  -0.03
C: 1.85 1.11 -2.50  0.01
C: -1.19 2.09 -2.55  0.00
C: -1.21 -2.90 -1.56  0.01
C: 1.83 -2.01 -1.89  0.00
V: 0.00 0.00 0.00  1.25
Cl: -2.09 0.22 1.09  -0.01
Cl: 0.16 2.37 0.28  -0.05
O: 1.79 0.11 0.70  -0.04
H: -3.41 0.58 -1.63  0.00
H: -3.42 -1.13 -1.28  0.00
H: -3.39 -0.58 -2.95  0.00
H: -2.02 -2.94 -0.84  0.00
H: -0.43 -3.57 -1.22  0.00
H: -1.59 -3.27 -2.52  0.00
H: 1.72 -2.81 -1.16  0.00
H: 2.74 -1.47 -1.65  0.00
H: 1.95 -2.47 -2.87  0.00
H: 2.74 0.74 -2.00  0.00
H: 1.72 2.15 -2.19  0.00
H: 2.04 1.09 -3.57  0.00
H: -2.01 2.40 -1.91  0.00
H: -1.56 2.07 -3.58  0.00
H: -0.41 2.83 -2.48  0.00
H: 2.07 -0.74 1.08  0.01
O: 2.90 4.25 0.00  0.00
H: 3.86 4.23 0.10  0.00
O: -0.01 -0.59 4.12  0.00
N: -0.11 -0.76 2.95  0.00
O: 0.15 0.23 2.12  -0.05

Output
Expectation value of S²: 0.79
HOMO (spin up / spin down) (eV): 0.57 / 0.57
Spin multiplicity: 2
Total energy (Eh): -2611.24883
M (Da): 337.1
LUMO energy (spin up / spin down) (eV): 4.672 / 4.678
Total charge: -2

Record 4
The following is a quantum chemistry calculation of a structure of composition C10H17Cl3O6W, from OMol25.

Last column: Löwdin charge in e.
Geometry (Å):
C: -0.54 0.99 -1.75  -0.35
C: -1.38 -0.05 -1.27  -0.31
C: -0.58 -1.15 -0.88  -0.29
C: -2.85 -0.01 -1.34  -0.04
C: 0.81 -0.80 -1.11  -0.33
C: 0.84 0.53 -1.68  -0.35
C: 2.03 1.23 -2.20  -0.02
C: -0.96 2.25 -2.40  -0.04
C: -1.04 -2.47 -0.43  -0.01
C: 2.01 -1.64 -0.87  -0.01
W: 0.16 0.64 0.35  1.67
Cl: -2.80 -0.39 2.12  -0.21
Cl: -1.19 2.63 0.85  0.13
O: 0.59 -0.68 1.66  -0.30
H: -3.25 0.94 -0.97  0.09
H: -3.29 -0.78 -0.69  0.06
H: -3.22 -0.16 -2.37  0.12
H: -1.94 -2.37 0.18  0.06
H: -0.28 -2.97 0.19  0.10
H: -1.25 -3.13 -1.28  0.11
H: 1.82 -2.37 -0.08  0.09
H: 2.86 -1.02 -0.55  0.10
H: 2.31 -2.17 -1.78  0.11
H: 2.95 0.89 -1.71  0.09
H: 1.95 2.33 -2.08  0.10
H: 2.14 1.04 -3.27  0.11
H: -1.90 2.62 -2.00  0.07
H: -1.09 2.11 -3.48  0.11
H: -0.20 3.05 -2.27  0.09
H: 0.58 -0.86 2.68  0.04
O: 1.69 1.69 0.62  -0.35
H: 1.57 2.71 0.86  0.13
O: -0.03 -1.24 6.44  -0.34
Cl: 0.69 -0.51 5.41  0.70
O: -0.03 0.71 5.05  -0.37
O: 2.04 -0.19 5.86  -0.36
O: 0.78 -1.38 4.20  -0.41

Output
HOMO (spin up / spin down) (eV): -8.70 / -8.70
Spin multiplicity: 1
Total energy (Eh): -2290.03164
M (Da): 523.4
LUMO energy (spin up / spin down) (eV): -3.984 / -3.974
Total charge: 0

- What is the formula in the fourth record?
  C10H17Cl3O6W

- The highest spin multiplicity belongs to which entry?
  C10H17BrCl2IrO2